# 1
C53H61N9O5P | wB97M-V/def2-TZVPD

Last column: Mulliken charge in e.
Positions of all 129 atoms, in Å:
H  -7.75  -3.53  2.39  0.379
C  -0.10  -3.77  1.52  0.267
N  3.07  -4.37  -0.59  -0.082
C  4.13  -5.16  -0.34  -0.135
C  4.23  6.12  -3.54  -0.045
C  -3.96  -0.58  2.86  -0.308
C  -4.92  -6.24  1.32  -0.538
H  -9.93  0.90  2.72  0.382
H  5.21  6.45  -6.75  0.373
C  -4.18  -4.15  -0.16  -0.148
O  -7.61  -3.46  1.42  -0.396
C  0.21  1.87  0.52  -0.517
C  10.84  6.37  -1.64  -0.224
H  -0.38  -5.39  3.05  0.307
H  -1.30  -3.22  -1.05  -0.505
C  3.33  -3.15  -1.09  0.001
H  -4.78  -2.27  3.60  0.254
H  -2.51  6.31  4.65  0.367
C  -0.61  -8.36  -3.44  0.151
H  11.50  9.84  -3.03  0.350
H  6.26  -5.45  -0.34  0.372
H  -3.99  0.53  3.18  -0.053
H  -4.77  -7.30  1.74  0.421
H  -2.94  -0.98  3.22  0.325
C  -8.22  2.42  5.20  -0.311
C  -0.76  -4.31  2.88  -0.924
H  -10.03  2.94  4.14  0.393
C  -0.01  0.95  -1.68  -0.976
H  10.59  5.39  -1.24  0.346
H  -6.34  -0.19  4.80  0.564
C  -7.17  0.48  4.62  -0.360
C  12.41  7.99  -2.39  -0.109
H  0.11  -3.93  -1.99  0.408
C  -5.50  -3.41  0.20  0.218
C  4.68  4.28  0.69  -0.804
C  2.59  5.95  0.21  -0.270
C  0.34  2.01  -0.85  -0.300
N  -0.64  -0.37  0.24  0.173
O  -7.19  -6.06  2.44  -0.460
C  6.44  6.73  -5.00  -0.517
N  -7.20  1.57  5.39  -0.578
C  0.23  -10.51  -4.06  -0.361
H  3.89  -6.14  0.07  0.375
H  9.19  9.03  -2.53  0.371
C  3.87  6.40  -0.07  -0.614
H  0.96  -3.40  1.71  0.378
C  -0.47  -9.72  -3.17  -0.367
C  -5.72  -1.96  -0.43  -1.075
C  -9.22  2.22  4.26  -0.304
C  4.61  -2.68  -1.36  -0.747
H  12.96  6.03  -1.68  0.351
H  -4.98  -1.86  -1.31  0.376
H  -0.91  -10.15  -2.28  0.377
H  -3.43  -3.65  -0.85  0.181
C  -3.86  -5.57  0.40  0.985
N  0.66  -8.61  -5.47  -0.533
H  0.08  1.02  -2.75  0.422
H  2.46  -2.54  -1.29  0.314
C  4.12  6.12  -4.92  -0.664
O  -2.56  -7.10  -0.98  -0.472
C  10.06  8.39  -2.35  -0.082
N  2.31  4.73  0.70  -0.275
H  -1.15  -7.71  -2.76  0.295
N  -6.45  -4.08  1.07  0.447
H  -3.53  0.25  0.82  0.084
H  -0.89  5.67  2.87  0.397
C  -4.05  -0.69  1.25  1.143
H  7.35  6.91  -3.06  0.449
H  7.34  6.98  -5.55  0.385
H  4.75  -1.69  -1.77  0.379
H  -4.94  3.00  3.41  0.452
C  -9.16  1.08  3.47  -0.545
H  5.49  3.59  0.89  0.378
H  -6.36  -0.91  1.44  -0.318
H  -8.04  -0.71  3.05  0.291
C  -3.85  4.70  4.16  -0.369
H  -0.70  -2.84  1.16  -0.301
C  -2.50  -6.35  0.04  -0.176
O  -5.00  -1.30  3.56  -0.449
H  1.33  -10.50  -5.92  0.351
H  -8.23  3.30  5.84  0.392
H  0.47  2.67  1.20  0.619
N  9.79  7.17  -1.86  -0.362
H  0.35  -11.58  -3.89  0.360
C  -0.03  -7.86  -4.59  -0.342
C  3.36  3.93  0.93  -0.003
H  -0.45  -3.64  3.75  0.377
C  4.93  5.55  0.18  -0.013
C  0.77  -9.92  -5.19  -0.232
H  1.72  6.59  0.04  0.393
H  -0.10  -6.81  -4.84  0.350
H  -1.92  -4.29  2.84  0.062
C  -0.83  -4.22  -1.37  -0.302
O  -1.31  -6.29  0.79  -0.320
H  -6.83  -6.06  3.36  0.389
C  -1.80  5.11  3.02  -0.259
H  -1.49  -4.84  -2.06  0.470
C  6.44  6.70  -3.62  -0.248
H  -6.80  -1.93  -0.81  0.446
H  -0.79  -1.06  -1.69  0.402
H  6.70  -3.18  -1.28  0.371
C  5.68  -3.51  -1.09  -0.148
C  5.44  -4.78  -0.56  -0.649
H  3.18  5.88  -5.40  0.370
H  -0.41  0.51  2.08  0.382
H  0.73  2.93  -1.27  0.520
N  -1.97  4.06  2.20  -0.276
H  13.42  8.31  -2.60  0.361
C  5.25  6.43  -5.66  -0.311
H  3.11  2.94  1.32  0.373
H  -3.40  -1.58  0.93  -0.879
C  11.34  8.85  -2.63  -0.553
C  -5.54  -0.76  0.66  0.056
C  -0.50  -0.21  -1.09  -0.067
C  -8.12  0.19  3.65  0.049
C  -6.23  -5.42  1.61  0.056
H  -4.59  4.95  4.92  0.399
C  -4.06  3.61  3.32  -0.345
P  -0.17  -5.13  0.16  0.056
C  -2.71  5.46  4.01  -0.467
H  3.38  5.88  -2.91  0.305
H  4.03  7.40  -0.47  0.399
C  -3.09  3.34  2.36  -0.264
C  -0.29  0.67  1.01  -0.665
H  -5.73  0.24  0.12  0.441
C  12.15  6.73  -1.88  -0.450
H  5.95  5.87  -0.03  0.439
N  5.36  6.40  -2.87  -0.089
H  -3.21  2.50  1.68  0.384

Computed properties:
LUMO level   -4.500 eV
Charge   +1
Calculated total energy   -88872.493 eV
HOMO-LUMO gap   5.888 eV
Max |F|   5.3 eV/A
Energy relative to the best compared isomer or geometry (same formula, charge and spin)   3.8362 eV



# 2
C53H62F6N5O | wB97M-V/def2-TZVPD

Last column: Mulliken charge in e.
Positions of all 127 atoms, in Å:
C  2.31  3.11  -5.52  -2.100
H  2.58  -0.99  -0.85  -0.751
C  1.38  5.11  -0.30  -0.286
H  4.36  6.41  1.09  0.566
C  3.12  2.88  0.34  -0.341
C  2.91  3.93  1.40  1.984
F  -0.28  11.82  1.12  -0.280
H  4.92  -0.89  0.08  0.343
H  3.80  -3.06  -2.76  0.356
H  8.09  7.93  3.92  0.348
H  8.65  5.78  6.10  0.339
C  0.61  1.88  2.46  -1.101
H  -3.00  3.34  2.29  0.507
H  0.52  2.22  4.58  0.506
H  -2.93  3.01  -3.68  0.352
C  0.27  10.72  0.52  1.037
H  -1.37  3.37  -4.50  0.401
H  -0.06  7.97  -2.37  0.323
H  1.58  1.39  2.50  0.655
H  3.97  4.47  -3.77  0.384
C  -1.19  0.53  -1.17  -0.276
F  0.60  11.08  -0.77  -0.278
C  -1.45  2.91  5.94  -0.828
C  -3.10  -0.56  -0.13  -0.282
F  10.04  6.04  3.97  -0.272
H  4.59  1.97  -5.48  0.291
C  0.51  7.36  0.11  1.460
C  3.89  -0.26  -2.38  0.056
N  -0.14  8.47  -0.34  0.174
H  -1.83  2.68  0.18  0.520
H  1.06  8.15  2.07  0.391
H  -0.71  9.57  -2.00  0.406
C  2.99  4.19  -3.36  -1.591
C  4.55  -1.76  -0.46  -1.542
C  5.02  3.65  2.90  -0.810
H  3.12  4.06  -2.28  0.516
H  4.20  -2.50  0.27  0.457
H  5.88  -0.13  -5.15  0.375
H  7.79  4.27  5.59  0.311
C  4.85  -0.63  -3.32  -0.513
C  -3.36  0.48  -2.26  -0.370
C  -0.01  2.30  3.63  -0.757
C  -2.04  0.72  -4.89  -1.709
H  0.03  -3.07  1.04  0.435
H  5.33  -1.61  -3.24  0.350
H  0.12  6.16  -1.66  0.312
H  -0.54  3.52  6.05  0.309
H  1.98  2.19  -6.00  0.451
F  1.46  10.45  1.16  -0.262
F  10.34  4.05  4.90  -0.280
H  -2.29  -1.72  2.32  0.508
H  3.23  3.46  -6.01  0.455
H  8.17  7.56  5.65  0.310
C  -0.64  -2.55  0.35  -1.605
C  -1.34  2.80  3.55  0.688
C  2.51  2.91  -4.01  2.583
H  2.40  3.53  2.32  -0.096
H  2.18  -2.35  -2.92  0.337
H  -1.57  1.17  -5.77  0.450
C  -1.72  -0.32  -0.17  -0.066
H  -0.40  1.26  -3.62  -0.088
C  2.03  2.07  -0.33  -0.401
C  -0.64  9.52  0.54  -1.224
H  2.39  6.23  2.72  0.758
F  8.96  4.29  3.19  -0.256
C  5.16  0.19  -4.40  -1.383
H  3.66  3.42  -0.49  -0.192
H  -2.22  3.23  6.65  0.266
H  6.44  3.52  4.51  0.203
C  1.12  7.31  1.39  -1.062
H  -1.69  -0.05  2.51  0.321
N  1.02  0.97  -2.05  -1.246
C  0.63  6.21  -0.71  -0.857
H  -1.21  1.84  6.07  0.333
H  0.14  -0.61  0.81  -0.266
H  -3.12  0.85  -4.99  0.330
H  -1.47  3.36  -2.72  0.233
N  7.31  6.05  4.56  0.089
H  -5.01  -0.32  -1.11  0.397
H  6.61  8.01  4.92  0.429
H  -1.72  8.13  -1.71  0.339
C  -1.99  0.76  -2.32  0.633
H  -3.51  -1.12  0.70  0.366
C  6.35  5.54  3.73  1.148
H  -0.19  -2.59  -0.66  0.363
H  3.87  2.18  0.74  0.779
C  -1.32  2.59  1.15  -0.122
C  3.33  1.05  -2.44  -0.205
C  0.00  2.10  1.20  1.075
O  -2.07  3.14  4.65  -0.460
C  4.43  1.37  -4.58  -0.651
H  5.91  7.41  2.71  0.484
H  -3.99  0.75  -3.10  0.317
H  2.29  5.02  -3.52  0.343
H  -0.69  9.19  1.59  0.409
H  4.83  2.58  2.91  0.348
C  3.43  -1.37  -1.43  1.515
C  0.74  1.79  0.01  -0.543
C  -0.70  8.53  -1.68  -1.175
C  1.86  6.20  1.77  -1.283
C  -1.49  1.39  -3.62  1.199
H  1.53  3.87  -5.68  0.423
C  7.55  7.46  4.75  -1.172
C  9.41  4.88  4.36  1.106
C  -1.83  2.87  -3.63  -1.276
H  1.54  2.61  -3.60  -1.039
C  -1.41  -1.07  2.23  -1.869
C  2.97  -2.61  -2.20  -1.580
C  4.75  5.78  1.90  -0.394
C  3.45  1.76  -3.66  0.247
C  2.02  5.08  0.94  -0.237
H  -1.59  -3.10  0.31  0.349
H  -1.61  9.86  0.15  0.432
C  -3.93  -0.13  -1.16  -1.667
H  2.57  -3.36  -1.51  0.432
H  1.45  4.28  -1.00  -0.247
N  0.14  1.10  -1.05  2.209
C  5.67  6.34  2.78  -0.855
C  -1.98  2.94  2.30  -1.082
C  5.97  4.18  3.78  -0.924
H  -0.64  -1.42  2.94  0.401
H  -1.82  -0.35  -4.90  0.400
H  5.39  -2.21  -1.02  0.341
N  2.21  1.42  -1.57  1.761
C  4.27  4.47  2.04  -0.254
C  -0.84  -1.10  0.81  1.496
C  8.26  5.20  5.26  -1.114

Computed properties:
LUMO level   -2.986 eV
Charge   +1
Calculated total energy   -81764.426 eV
HOMO-LUMO gap   6.496 eV
Max |F|   2.5 eV/A
Energy relative to the best compared isomer or geometry (same formula, charge and spin)   0.0000 eV



# 3
C53H65Cl2FO29 | wB97M-V/def2-TZVPD

Last column: Mulliken charge in e.
Positions of all 150 atoms, in Å:
H  4.03  -9.63  -7.44  0.375
H  -2.70  -2.02  -6.37  0.361
H  -2.08  -5.47  4.62  0.397
H  -4.24  -3.44  4.82  0.335
O  1.93  -12.81  -3.53  -0.532
H  1.78  1.15  -3.86  0.621
O  -2.35  2.94  10.02  -0.358
O  -0.02  -4.19  -2.13  -0.555
C  5.05  4.95  0.55  -0.599
O  -1.00  -4.70  9.06  -0.362
C  -0.67  -3.52  -2.86  0.606
H  -1.19  -6.75  -4.27  0.147
O  0.01  10.40  -1.53  -0.367
H  -1.32  -9.69  -1.99  0.379
C  -1.56  -1.70  -3.85  -0.280
H  -3.26  5.09  -4.46  0.297
O  -3.17  -4.12  9.31  -0.547
O  -1.53  -2.59  9.55  -0.289
O  -3.56  -8.87  -6.40  -0.540
H  -6.56  4.21  -2.95  0.372
C  -1.16  -8.92  -3.99  0.717
H  -0.74  0.98  -3.60  0.638
H  2.08  8.29  -3.96  0.230
C  3.50  -11.22  -6.09  0.478
H  -3.09  -3.20  -4.15  0.257
C  1.36  10.27  -1.49  0.617
H  -2.21  8.87  0.49  0.384
C  0.21  -3.94  8.90  0.868
H  -0.50  -1.11  2.09  0.305
C  -0.10  1.24  -2.77  -0.618
H  -1.92  0.82  2.03  0.598
O  -2.50  -9.20  -4.44  -0.369
O  1.63  -12.51  -5.74  -0.331
F  5.82  3.42  -2.65  -0.374
C  4.15  7.72  -3.54  0.489
C  2.24  -12.30  -4.55  0.681
H  -1.87  -8.04  -2.16  0.364
H  1.46  -10.67  -6.65  0.207
O  4.01  7.51  -2.12  -0.327
O  -1.72  -0.09  5.49  -0.619
C  -1.11  -8.74  -2.49  -1.493
C  -0.18  -0.32  1.41  -1.256
H  -1.77  1.45  -1.49  0.444
C  -0.96  2.78  8.20  0.481
H  -0.15  2.97  1.38  0.605
H  -2.63  4.93  -2.80  0.327
O  2.75  6.13  -0.88  -0.527
C  -2.02  -3.83  9.31  0.623
H  2.17  -11.93  -7.67  0.316
C  1.27  1.32  -2.92  -1.598
O  -2.41  3.26  -4.03  -0.218
C  3.51  1.82  -1.96  -0.446
H  4.86  6.98  -3.92  0.272
H  3.46  4.31  1.88  0.552
H  0.12  -2.82  10.77  0.305
O  2.21  2.01  1.68  -0.565
H  4.23  -11.96  -6.43  0.240
C  -0.58  1.93  7.01  -1.268
O  3.27  -11.42  -4.69  -0.360
C  2.35  2.33  0.53  0.027
H  -0.52  -9.75  -4.30  0.046
H  -1.73  10.58  0.44  0.365
O  -3.01  1.31  -4.98  -0.579
H  4.60  9.31  -4.92  0.395
H  3.35  -9.09  -5.90  0.291
C  -5.66  4.70  -3.31  -1.548
H  0.39  -1.81  9.33  0.348
C  3.52  3.16  0.11  0.803
O  2.12  10.91  -2.14  -0.550
C  -3.29  -2.95  4.57  -0.439
C  3.99  -9.83  -6.37  -1.339
C  2.13  -11.53  -6.66  -0.363
O  -3.33  -1.56  4.93  -0.354
O  -1.01  -2.23  -2.63  -0.281
C  3.00  6.64  -1.92  0.649
C  -0.84  -7.66  -4.76  -0.259
C  -2.64  -8.66  -5.68  0.633
C  -3.15  4.41  -3.61  -0.494
O  -4.55  2.67  -4.05  -0.359
H  5.66  9.24  -3.50  0.352
H  -1.45  1.40  6.61  0.422
O  -1.17  -3.93  -4.05  -0.328
H  -0.46  -0.63  0.41  0.210
H  -2.53  -3.78  -6.45  0.387
C  -2.11  -2.87  -6.03  -1.511
C  -0.86  0.96  1.86  0.173
C  0.56  8.93  0.13  -0.472
H  0.54  9.51  1.05  0.344
H  0.89  -0.25  1.54  0.305
O  4.12  1.11  -2.72  -0.558
H  0.31  -3.70  7.84  0.083
C  -3.30  2.32  -4.41  0.619
H  4.02  9.86  -3.32  0.231
H  -0.94  -4.35  3.84  0.358
C  3.97  4.17  0.94  -0.864
C  4.63  9.12  -3.84  -1.337
H  0.58  7.87  0.37  0.303
C  1.41  -4.72  9.37  -1.635
H  0.19  1.21  7.28  0.367
C  -1.86  9.68  -0.15  -1.530
C  5.20  3.66  -1.49  0.365
H  -2.03  1.11  9.11  0.296
H  5.00  -9.69  -5.96  0.350
C  2.74  7.42  -4.02  -0.482
H  -0.60  -4.97  5.45  0.302
H  -3.12  -3.04  3.50  0.296
Cl  -0.21  1.43  3.47  -0.169
H  -2.45  -3.70  6.41  0.014
H  6.51  5.25  -0.99  0.457
H  -0.67  1.72  10.08  0.290
C  -1.40  -4.63  4.79  -1.502
C  -4.46  3.80  -3.17  0.677
H  5.37  5.75  1.19  0.449
H  -0.77  -1.21  -4.41  0.173
H  -5.84  4.95  -4.36  0.371
C  1.43  1.93  -0.57  0.335
C  -0.56  9.29  -0.82  0.628
H  -4.39  3.42  -2.15  0.177
H  -0.20  2.56  6.21  0.331
C  -0.11  -2.70  9.71  -0.503
H  1.59  -5.57  8.72  0.381
O  -2.10  3.61  7.90  -0.364
Cl  -2.33  2.83  0.54  -0.215
O  1.72  9.29  -0.63  -0.314
O  2.30  6.44  -3.07  -0.258
H  2.30  -4.08  9.38  0.383
C  -2.09  -2.94  -4.53  0.632
H  -0.13  -8.39  -2.17  0.372
C  -2.13  -3.46  5.39  0.776
C  -1.46  2.00  9.39  -0.401
H  1.24  -5.11  10.38  0.374
C  2.02  1.67  -1.81  1.085
C  -0.68  2.16  0.89  0.036
H  -2.34  -0.97  -3.63  0.187
H  2.71  7.01  -5.02  0.372
C  -2.08  -1.21  5.31  0.638
C  -0.70  1.50  -1.55  -0.763
O  -3.70  4.55  9.19  -0.543
O  -1.29  -2.30  5.45  -0.354
C  -2.81  3.78  9.05  0.601
H  -1.09  -2.78  -6.42  0.377
C  5.66  4.66  -0.66  -0.658
H  -0.14  3.44  8.48  0.291
H  -0.73  8.49  -1.55  0.218
H  0.22  -7.56  -4.98  0.336
O  -1.59  -7.85  -5.97  -0.347
H  -5.52  5.63  -2.75  0.376
H  -2.62  9.89  -0.90  0.361
C  0.04  1.85  -0.42  0.123
C  4.11  2.89  -1.14  0.445

Computed properties:
LUMO level   -0.684 eV
Calculated total energy   -143158.720 eV
HOMO-LUMO gap   8.837 eV
SMILES   C[C@@H](Cl)[C@H](Cl)c1cccc2c1C(=O)c1cccc(F)c1C2=O.C[C@@H]1COC(=O)O1.C[C@@H]1COC(=O)O1.C[C@@H]1COC(=O)O1.C[C@@H]1COC(=O)O1.C[C@@H]1COC(=O)O1.C[C@@H]1COC(=O)O1.C[C@@H]1COC(=O)O1.C[C@@H]1COC(=O)O1.C[C@@H]1COC(=O)O1
Max |F|   1.0 eV/A



> Number 2 is which compound?

C53H62F6N5O



> Among the records above, which one has the lowest HOMO-LUMO gap?

C53H61N9O5P